1.
Formula: C24H36CrO14
Source: OMol25
Level of theory: wB97M-V/def2-TZVPD

The calculation puts the energy relative to the best compared isomer or geometry (same formula, charge and spin) at 435.71 kJ/mol. The spin multiplicity is 4. Its HOMO energy (alpha / beta) is -11.519 / -11.519 eV. As for the net charge: +1.

Geometry (Å):
Cr 22.75121 19.91512 -8.15856
C 24.13253 23.04228 -5.72488
C 23.70661 21.91899 -6.60264
O 22.85120 22.03215 -7.52826
O 24.10236 20.72186 -6.56294
H 23.33528 23.76805 -5.56419
H 25.01692 23.50589 -6.16075
H 24.37290 22.68162 -4.72519
C 19.86545 18.78144 -5.42542
C 20.92446 19.10805 -6.46094
O 20.75453 20.01142 -7.30671
O 22.08509 18.58661 -6.58813
H 20.36747 18.12918 -4.70567
H 19.08465 18.16431 -5.86406
H 19.51866 19.65183 -4.88229
O 20.61398 24.11955 -3.83537
C 21.26501 23.17490 -3.48366
O 22.28870 23.25600 -2.63323
C 22.84796 21.96636 -2.33337
C 21.77865 20.99405 -2.74092
C 20.98260 21.71156 -3.80333
H 23.07271 22.02105 -1.27219
H 23.73448 21.78271 -2.94526
H 21.09470 20.76823 -1.91638
H 22.14725 20.01540 -3.05068
H 19.89965 21.61609 -3.81099
H 21.34268 21.47642 -4.80728
O 28.14325 20.96866 -1.69182
C 27.92838 21.39400 -2.78753
O 28.27872 22.64313 -3.16030
C 28.05367 22.84740 -4.55138
C 27.80795 21.44437 -5.11977
C 27.20966 20.71796 -3.91949
H 28.87942 23.36067 -5.03945
H 27.15349 23.43233 -4.76227
H 28.67911 20.99149 -5.58942
H 27.04639 21.47704 -5.90636
H 27.41588 19.65433 -4.00961
H 26.14817 20.90415 -3.75644
O 25.14845 23.07094 -2.65423
C 24.73703 24.19112 -2.47787
O 25.12640 24.92132 -1.42668
C 24.33540 26.14074 -1.32303
C 23.95188 26.41709 -2.75970
C 23.73665 24.99017 -3.26914
H 25.00008 26.88284 -0.89012
H 23.49029 25.92691 -0.66888
H 24.76838 26.89342 -3.29892
H 23.05504 27.01927 -2.89332
H 23.85635 24.86110 -4.33963
H 22.76387 24.62413 -2.92672
O 21.69104 21.12705 -9.70065
C 21.25814 22.00938 -10.40239
O 20.08768 21.95918 -11.01073
C 19.76739 23.16596 -11.71279
C 21.13405 23.89959 -11.82772
C 21.95498 23.28918 -10.71567
H 19.14437 23.77941 -11.06298
H 19.34304 22.99348 -12.69404
H 21.07658 24.98598 -11.81770
H 21.62643 23.67058 -12.77573
H 21.86179 23.87141 -9.79672
H 22.99278 23.08766 -10.96706
O 25.13410 26.73605 -5.78799
C 24.58770 26.17605 -6.68941
O 23.31162 25.73811 -6.59292
C 22.81297 25.16649 -7.80270
C 24.09574 24.93935 -8.61179
C 25.10309 25.93627 -8.08770
H 22.10633 25.84101 -8.28902
H 22.30813 24.21903 -7.61798
H 23.93412 25.00720 -9.68843
H 24.45490 23.91517 -8.47315
H 25.06217 26.86379 -8.66061
H 26.13238 25.58985 -8.04697

2.
Formula: C8H15CrF9N5O19S3
Source: OMol25
Level of theory: wB97M-V/def2-TZVPD

The calculation puts the energy relative to the best compared isomer or geometry (same formula, charge and spin) at 85.49 kJ/mol. The spin multiplicity is 9. Its HOMO energy (alpha / beta) is -2.607 / -5.522 eV. As for the net charge: -1.

Geometry (Å):
Cr -0.17306 0.04050 0.14289
C -1.90552 2.79801 -3.30358
F -1.72269 2.02494 -4.38810
F -0.76152 3.43405 -3.05404
F -2.89082 3.65299 -3.59207
S -2.42844 1.63334 -1.89264
O -1.17184 0.97655 -1.48869
O -2.97788 2.51255 -0.86257
O -3.41253 0.69781 -2.44118
C -0.58644 -4.16427 -2.04906
F 0.70072 -4.22900 -1.84456
F -0.92813 -4.79701 -3.15095
F -1.21850 -4.76188 -1.05381
S -1.13347 -2.37816 -2.18986
O -0.46625 -1.94989 -3.42174
O -2.59030 -2.35246 -2.29015
O -0.62645 -1.73195 -0.98330
C -4.43218 0.11370 2.06074
F -4.80492 1.20982 1.41871
F -3.66193 0.35808 3.09365
F -5.53099 -0.50689 2.48127
S -3.46662 -0.98481 0.86831
O -3.50009 -2.26655 1.54692
O -4.17254 -0.97493 -0.42877
O -2.12279 -0.44447 0.79509
C -1.19279 4.41638 1.15099
N -0.55171 3.16417 1.50834
O -0.59876 2.10314 0.76813
O 0.09993 3.12541 2.64388
H -0.40986 5.18086 1.17939
H -1.95451 4.71775 1.87215
H -1.63259 4.40933 0.15845
C 4.30190 1.10981 0.63673
N 3.07915 1.17919 1.46603
O 2.00201 1.27847 0.91361
O 3.23640 1.11488 2.66462
H 4.73588 2.10233 0.62018
H 3.94156 0.79633 -0.34538
H 4.88157 0.24445 0.94755
C 1.40094 0.41236 -3.86432
N 1.98454 -0.16495 -2.61961
O 1.44979 -0.00243 -1.55559
O 3.04739 -0.75933 -2.76222
H 1.13345 -0.42967 -4.49858
H 2.10995 1.08015 -4.33468
H 0.45200 0.84214 -3.54814
C 1.04438 -0.98573 4.52588
N -0.10213 -0.26050 3.90518
O -1.12108 -0.18583 4.55577
O 0.02047 0.05973 2.75437
H 0.92861 -2.06174 4.44326
H 1.03178 -0.70443 5.57682
H 1.98199 -0.67970 4.06845
C 3.17264 -3.21921 0.08420
N 2.69633 -2.09492 0.89654
O 1.56590 -1.56376 0.58240
O 3.43692 -1.65020 1.86487
H 4.21942 -3.42063 0.29194
H 3.00977 -2.99343 -0.96756
H 2.58390 -4.07050 0.44389

3.
Formula: C4H4NO7S2
Source: OMol25
Level of theory: wB97M-V/def2-TZVPD

The calculation puts the energy relative to the best compared isomer or geometry (same formula, charge and spin) at 23.84 kJ/mol. The spin multiplicity is 1. Its HOMO energy is -3.914 eV. As for the net charge: -1.

Geometry (Å):
C -2.27738 0.49452 -0.83581
C -2.48640 -0.26148 0.34370
C -0.88660 0.71996 -0.94847
C -1.28038 -0.32951 1.00530
N -0.28969 0.16937 0.18381
O 1.94110 -1.75792 -0.95871
O 1.20333 1.34862 1.95134
O 1.48725 -1.09325 1.64924
O 2.20098 0.47876 -1.93684
O 3.74395 -0.29604 -0.22508
O -0.25950 1.43739 -1.90016
O -1.04274 -0.75434 2.22627
S 1.27383 0.21980 0.99898
S 2.45908 -0.44501 -0.82215
H -2.86533 0.51053 -1.65186
H -3.45052 -0.47343 0.75839
H 0.53760 0.94189 -2.14014
H -0.00859 -0.90988 2.30219

4.
Formula: C6H11NS
Source: OMol25
Level of theory: wB97M-V/def2-TZVPD

The calculation puts the energy relative to the best compared isomer or geometry (same formula, charge and spin) at 660.19 kJ/mol. The spin multiplicity is 1. Its HOMO energy is -8.378 eV.

Geometry (Å):
C 0.20442 1.49194 -1.52792
C 0.27080 0.74230 -0.32143
C 1.82256 0.70434 0.34742
C -0.77391 0.04010 0.15783
C -1.97458 -0.55525 -0.52637
C 0.34937 -1.74258 1.64746
H 0.42684 2.60571 -1.15800
H -0.53780 1.28324 -2.28583
H 1.04774 1.06724 -2.09739
H 2.03920 -0.48991 1.21104
H 2.52750 0.73165 -0.95997
H 1.89256 1.95487 1.12907
H -2.11471 -0.13370 -1.53221
H -1.86994 -1.72198 -0.51779
H -2.89923 -0.23374 0.11061
H -1.29270 -0.52580 1.89990
H 0.27113 -2.06723 2.71053
N -0.56628 -0.76479 1.32030
S 1.17706 -2.38639 0.39276

5.
Formula: C30H63O31P
Source: OMol25
Level of theory: wB97M-V/def2-TZVPD

The spin multiplicity is 1. Its HOMO energy is -10.419 eV.

Geometry (Å):
C 1.30252 0.30334 7.63299
O 0.08184 1.02144 7.83236
P -1.22706 0.84924 6.89206
O -1.74678 -0.54442 6.96921
O -2.20789 2.02576 7.45233
C -3.57825 1.90919 7.18047
O -0.75917 1.46830 5.44859
C -1.69195 1.54687 4.38096
H 1.01409 -0.62710 7.14394
H 1.79956 0.07843 8.57664
H 2.02463 0.83413 7.01257
H -3.90973 0.98062 6.71572
H -3.92454 2.78975 6.63936
H -3.98531 2.01557 8.18600
H -1.29979 1.84413 3.40836
H -2.36546 2.33828 4.70984
H -2.33316 0.67942 4.22450
C 4.13672 1.68152 -1.09674
O 5.49328 1.44579 -1.22041
C 6.09555 0.61205 -0.25781
O 5.53038 -0.01059 0.72429
O 7.42052 0.51167 -0.51027
C 8.12437 1.15763 -1.50425
H 3.51987 0.91029 -1.55803
H 3.80336 2.56991 -1.63314
H 3.76445 1.94402 -0.10648
H 9.14544 0.77744 -1.47286
H 8.11166 2.22821 -1.29985
H 7.59491 1.03457 -2.44904
C -2.85674 -0.58781 1.16831
O -4.20151 -0.91736 1.11287
C -4.98712 -0.60541 2.15593
O -4.74434 0.21322 3.06973
O -6.14581 -1.26153 1.92444
C -7.18759 -1.30460 2.90509
H -2.79128 0.49528 1.27189
H -2.44382 -0.84857 0.19384
H -2.28443 -1.10057 1.94138
H -6.83133 -2.09039 3.57120
H -8.16040 -1.64124 2.54675
H -7.38899 -0.42893 3.52213
C 0.17950 -1.58451 -2.31435
O 0.23505 -0.88796 -1.14454
C -0.43920 0.31390 -1.05482
O -1.16729 0.68189 -1.93203
O -0.14929 0.97036 0.12896
C 0.82253 0.58260 1.00722
H 0.89740 -2.40385 -2.35176
H 0.45465 -0.91681 -3.13079
H -0.80224 -2.05529 -2.36601
H 1.80122 0.90495 0.65177
H 0.77417 -0.47553 1.26436
H 0.64156 1.15462 1.91724
C -2.77368 3.51334 -0.40428
O -2.02205 3.31752 0.75276
C -1.66576 4.44993 1.49597
O -2.03234 5.61581 1.25775
O -0.86628 4.03393 2.48326
C -0.66824 4.83316 3.60623
H -2.38697 4.39512 -0.91517
H -3.80451 3.43514 -0.05877
H -2.48939 2.72410 -1.10026
H -0.69714 4.23569 4.51744
H -1.40419 5.63295 3.68882
H 0.37477 5.14813 3.63803
C -3.41000 -3.37966 -1.35181
O -2.26147 -4.23782 -1.49896
C -1.28144 -4.27701 -0.51340
O -1.22271 -3.63093 0.50881
O -0.33413 -5.00909 -1.05121
C 0.92003 -4.92462 -0.41202
H -4.25879 -3.93833 -0.95740
H -3.60417 -2.84780 -2.28321
H -3.24434 -2.70055 -0.51547
H 1.42462 -4.01830 -0.74678
H 1.51739 -5.76121 -0.77451
H 0.78440 -4.94149 0.66938
C -0.68078 3.53111 -3.82204
O -0.22347 4.19542 -2.65372
C 0.83520 3.71210 -2.06412
O 1.62831 2.83219 -2.47296
O 0.80695 4.30355 -0.96672
C 1.79934 4.10042 0.02089
H -0.19996 3.80400 -4.76143
H -1.70869 3.78086 -4.08500
H -0.64226 2.45529 -3.65113
H 1.84836 3.02545 0.19453
H 1.62356 4.67608 0.92963
H 2.77848 4.34587 -0.39038
C 2.94578 0.06637 -4.34426
O 3.54742 -1.21756 -4.07943
C 3.45217 -2.24038 -5.05583
O 2.86943 -2.12148 -6.13436
O 4.18409 -3.30129 -4.67981
C 4.49905 -4.28963 -5.68147
H 1.88303 -0.04523 -4.55923
H 3.39755 0.74831 -5.06464
H 2.95555 0.64347 -3.41962
H 5.28833 -3.92995 -6.34160
H 3.69309 -4.75358 -6.25004
H 5.01039 -5.17729 -5.30906
C -3.50939 0.34282 -3.80034
O -4.38628 0.30132 -2.71319
C -5.36945 1.22536 -2.42737
O -5.76832 2.12323 -3.18035
O -5.79447 0.95813 -1.24298
C -6.81278 1.81373 -0.66548
H -2.60943 -0.27209 -3.80929
H -3.19190 1.37925 -3.91485
H -4.10672 -0.06415 -4.61623
H -7.67827 1.94237 -1.31545
H -6.49029 2.84808 -0.54619
H -7.20106 1.37096 0.25174
C 4.15818 -2.29513 -0.92270
O 3.79517 -3.57397 -1.17405
C 4.48253 -4.57949 -0.72146
O 5.47683 -4.54442 -0.00704
O 4.00875 -5.69752 -1.42983
C 4.66108 -6.93342 -1.17675
H 5.08850 -2.08269 -1.44946
H 4.22775 -2.00028 0.12435
H 3.38500 -1.68456 -1.38906
H 3.83720 -7.64547 -1.22491
H 5.06599 -7.11727 -0.18159
H 5.38812 -7.20820 -1.94095

6.
Formula: C3H10O3S
Source: OMol25
Level of theory: wB97M-V/def2-TZVPD

The calculation puts the energy relative to the best compared isomer or geometry (same formula, charge and spin) at 286.22 kJ/mol. The spin multiplicity is 1. Its HOMO energy is 0.738 eV. As for the net charge: -2.

Geometry (Å):
C 0.30784 0.74589 -0.02197
O -0.37682 1.27950 1.05639
C -0.28096 -0.68880 -0.09612
C -0.83160 -1.17298 -1.54734
S -0.17906 -2.78556 -2.01255
H 0.18151 1.25942 -0.92630
H 1.39714 0.51697 -0.09082
H -1.12179 -0.81336 0.62329
H 0.53147 -1.32279 0.21828
H -0.17942 -0.54396 -2.20434
H -1.87484 -1.24606 -1.79964
H 3.04047 -1.15212 1.20317
H 1.83792 -1.09540 2.11883
O 2.79993 -1.27518 2.01300
H -1.02295 2.35630 0.49896
H -2.44214 2.79906 0.69834
O -1.78669 3.13907 0.26881

no.,E_tot (a.u.),maximum force (eV Å⁻¹)
1,-3033.682207,4.89
2,-5154.426269,2.66
3,-1532.656430,4.93
4,-687.897780,5.39
5,-3854.642169,6.61
6,-744.076819,9.00